Entry from OMol25: a 9-piece molecular cluster, C28H79N5O13 overall in a non-equilibrium geometry (ωB97M-V/def2-TZVPD).

The geometry in ORCA input format:
```
! wB97M-V def2-TZVPD RIJCOSX def2/J DEFGRID3
* xyz 0 1
C 4.57648 8.19466 -1.31755
O 5.77026 8.80207 -1.75613
C 5.91072 10.19315 -1.71526
C 6.99679 10.78071 -2.76524
C 8.39351 10.21192 -2.70833
N 6.88762 12.20328 -2.68019
H 4.76515 7.12190 -1.27657
H 3.75091 8.23838 -2.02792
H 4.34027 8.73819 -0.40274
H 4.95179 10.68729 -1.87140
H 6.25243 10.30283 -0.68603
H 6.65269 10.45377 -3.74647
H 8.98502 10.58766 -1.87345
H 8.95741 10.45937 -3.60771
H 8.34966 9.12301 -2.68660
H 5.89078 12.36172 -2.64427
H 7.19696 12.47495 -3.60247
C -7.60774 -0.99015 1.68372
O -7.97715 0.31351 1.42021
C -7.01194 1.14509 2.07262
C -7.61483 1.77964 3.32894
C -8.80578 2.80112 3.05098
N -6.65357 2.52936 4.10651
H -7.61506 -1.21816 2.74958
H -6.62314 -1.16011 1.24807
H -8.16392 -1.75548 1.14239
H -6.06048 0.69223 2.35142
H -6.89313 1.94583 1.34268
H -8.10961 0.96774 3.86196
H -8.47635 3.80565 2.78548
H -9.57149 2.82516 3.82636
H -9.30686 2.29091 2.22836
H -6.95086 3.47489 4.30064
H -5.76572 2.62035 3.63369
C -3.43146 -11.59372 0.19302
O -4.24070 -11.20202 -0.93456
C -3.47527 -10.88890 -2.17583
C -3.72888 -12.13070 -3.15403
C -5.22431 -12.41919 -3.50150
N -3.09614 -13.39309 -2.62318
H -2.40412 -11.85162 -0.06422
H -3.94766 -12.44363 0.63944
H -3.46278 -10.79192 0.93075
H -3.74979 -9.91449 -2.57990
H -2.42702 -10.68582 -1.95662
H -3.15767 -11.95241 -4.06509
H -5.33935 -13.17810 -4.27541
H -5.63019 -11.52348 -3.97168
H -5.85362 -12.81158 -2.70269
H -3.40664 -13.45237 -1.66392
H -3.41679 -14.26811 -3.01256
C -1.79778 -3.84440 0.11095
O -1.65996 -2.52920 -0.40806
C -0.50606 -1.83006 0.06883
C -0.70438 -0.38692 -0.31978
C -0.69875 -0.24202 -1.89677
N 0.31172 0.48720 0.20242
H -2.68803 -4.33453 -0.28319
H -1.79383 -3.83359 1.20089
H -0.93286 -4.45013 -0.15943
H -0.65022 -1.87632 1.14826
H 0.46540 -2.25794 -0.17873
H -1.64681 0.00516 0.06258
H -1.65900 -0.55484 -2.30685
H 0.05941 -0.86698 -2.36869
H -0.72062 0.80566 -2.19675
H 0.34195 1.23399 -0.47690
H -0.00130 0.87690 1.08006
C 1.26234 6.45601 7.83386
O 0.97281 6.10080 6.42396
C -0.20047 5.28718 6.35947
C -0.35769 4.74828 4.86904
C -1.01141 5.78294 3.92542
N -1.11829 3.49766 4.81231
H 1.30452 5.54706 8.43397
H 0.45105 7.01984 8.29428
H 2.20707 6.98407 7.96326
H -0.20066 4.38450 6.97043
H -1.07354 5.84596 6.69654
H 0.61621 4.41560 4.50995
H -0.39975 6.68513 3.92135
H -2.03011 6.01945 4.23266
H -0.90184 5.42518 2.90165
H -1.84836 3.81573 5.43354
H -0.62380 2.86718 5.42719
O 5.63246 4.03569 -4.75010
C 4.87164 4.24729 -6.00866
C 4.48728 2.86130 -6.72985
O 5.49428 1.98026 -6.83258
H 5.46015 4.86234 -4.29341
H 3.95144 4.80825 -5.84536
H 5.41272 4.93363 -6.66003
H 4.13256 3.03525 -7.74573
H 3.67255 2.31365 -6.25616
H 5.81872 1.86535 -5.93641
O -4.76840 -5.29120 -7.29017
C -3.40005 -5.54313 -7.15870
C -2.61834 -4.26004 -6.78904
O -2.69288 -3.49257 -8.02263
H -5.19840 -6.12724 -7.48442
H -3.20314 -6.29195 -6.39150
H -2.94629 -5.88584 -8.08862
H -1.62133 -4.66328 -6.61167
H -3.10785 -3.78645 -5.93805
H -3.59541 -3.20574 -8.18004
O 1.77110 -5.89962 7.19328
C 2.15339 -4.90684 6.13017
C 1.69664 -3.44424 6.62916
O 2.06740 -3.14280 7.97996
H 2.45344 -5.93292 7.86773
H 3.19285 -4.96410 5.80716
H 1.49625 -5.10184 5.28268
H 0.63098 -3.22788 6.55394
H 2.23045 -2.72479 6.00822
H 2.70321 -2.42795 7.90035
O 6.87681 -1.17872 -1.21011
C 6.35267 0.05259 -0.83923
C 6.78270 0.38749 0.73378
O 8.19798 0.02671 0.93455
H 6.14299 -1.79650 -1.17205
H 6.69419 0.89821 -1.43622
H 5.26949 -0.05957 -0.88655
H 6.19246 -0.17207 1.45947
H 6.86807 1.42746 1.04886
H 8.24989 0.00595 1.89291
*
```

The value obtained for the largest force on an atom is 3.41 eV/Å. The calculation puts the total energy at -2365.71818 Eh. The highest occupied orbital energy is -9.0 eV. For the LUMO energy, the calculation gives 0.21 eV. As for the SMILES: COC[C@H](C)N.COC[C@H](C)N.COC[C@H](C)N.COC[C@H](C)N.COC[C@H](C)N.OCCO.OCCO.OCCO.OCCO. For the orbital gap, the calculation gives 0.33940 Eh.